1.
Here is 2 unconnected molecules or ions with the total composition C3H5FO at a distorted geometry from the OMol25 dataset. Energies are from ωB97M-V/def2-TZVPD.

Last column: Löwdin charge in e.
Element x y z (Å)
C  1.8193  0.0413  -0.0476  -0.038
C  -0.3227  0.4078  -0.7089  -0.308
C  -1.1058  -0.5454  0.1321  -0.085
O  2.9820  -0.2633  -0.2648  0.031
F  -0.1686  1.4957  -0.0032  -0.007
H  -0.6234  0.6541  -1.6586  0.082
H  1.4993  0.3476  0.9830  0.095
H  -2.0037  -0.0714  0.5206  0.068
H  -0.6692  -0.5122  1.1786  0.087
H  -1.4071  -1.5542  -0.1313  0.075

Force components x, y, z for each atom (eV/Å):
6.34 -0.69 0.06
-3.72 -2.26 0.79
0.23 0.30 2.36
-3.47 0.64 0.74
0.94 2.44 1.03
-0.41 0.21 -2.54
0.00 -0.32 -0.01
-0.91 0.47 -0.79
0.42 -0.82 -1.14
0.59 0.02 -0.49

Output
- Net charge: 0
- 2S+1: 3
- Frontier orbital gap (spin up / spin down): 7.4 / 11.2 eV
- Energy relative to the best compared isomer or geometry (same formula, charge and spin): 1.189 eV
- Largest force on an atom: 6.38 eV/Å
- E_HOMO (spin up / spin down): -6.545 / -12.456 eV
- Expectation value of S²: 2.006

2.
Here is 2 unconnected molecules or ions with the total composition C3H5FO2 at a distorted geometry from the OMol25 dataset. Energies are from ωB97M-V/def2-TZVPD.

Last column: Löwdin charge in e.
Element x y z (Å)
C  -0.3427  1.5615  -0.5521  -0.124
C  -0.9694  0.2813  -0.6232  -0.188
C  0.1480  -1.8023  -0.3583  0.059
O  -0.6589  0.9333  0.6319  -0.028
O  -0.2330  -0.7705  -0.9941  -0.009
F  1.1416  -0.0106  2.2278  -0.179
H  0.6464  1.5198  -0.9120  0.118
H  -0.8984  2.4152  -0.7828  0.102
H  0.7168  -2.4126  -0.9370  0.060
H  0.0449  -1.8156  0.7676  0.122
H  0.4048  0.1005  1.5321  0.066

Force components x, y, z for each atom (eV/Å):
0.15 0.15 -2.20
-1.25 -0.27 0.54
-0.97 1.03 3.79
-0.13 -2.08 1.55
-0.25 1.31 -1.10
-1.85 -0.10 -1.83
1.54 0.48 0.20
-0.69 1.35 -0.23
1.33 -2.08 -1.25
0.15 -0.27 -1.51
1.98 0.50 2.03

Output
- Net charge: 0
- Frontier orbital gap (spin up / spin down): 9.1 / 7.6 eV
- Energy relative to the best compared isomer or geometry (same formula, charge and spin): 5.658 eV
- Largest force on an atom: 4.05 eV/Å
- E_HOMO (spin up / spin down): -9.284 / -8.484 eV

3.
Here is a molecular structure, C3H5FeLiO4 at a distorted geometry from the OMol25 dataset. Energies are from ωB97M-V/def2-TZVPD.

Last column: Löwdin charge in e.
Element x y z (Å)
O  0.1857  0.3007  1.4885  0.186
C  -0.6604  -0.3035  2.4135  -0.614
C  0.1002  -0.0057  0.2350  0.030
O  -0.5329  0.1102  3.5885  -0.048
O  -1.5249  -1.1055  2.0659  0.106
C  1.1741  0.3600  -0.6486  0.046
Fe  -2.0518  -1.2217  3.9668  1.526
H  -0.8608  -0.3997  -0.1194  0.197
H  1.4258  -0.7902  -0.7323  0.202
H  1.6940  1.2767  -0.3378  0.148
H  0.7534  0.5262  -1.6598  0.163
Li  0.5266  1.4548  4.4522  0.929
O  3.4216  -0.7936  -1.2096  0.062
H  4.1323  -0.1397  -1.0642  0.067

Force components x, y, z for each atom (eV/Å):
0.03 -0.61 2.21
0.90 1.58 -2.54
0.02 1.31 -2.70
0.08 -0.05 1.04
-0.21 -0.61 0.14
-3.40 0.20 0.37
-1.17 -0.86 0.82
0.47 -0.75 0.07
1.06 1.02 0.05
1.08 -1.22 0.15
0.16 -0.33 0.16
0.48 0.56 0.38
0.22 -0.16 -0.01
0.27 -0.09 -0.14

Output
- Net charge: +3
- 2S+1: 6
- Frontier orbital gap (spin up / spin down): 7.0 / 5.1 eV
- Energy relative to the best compared isomer or geometry (same formula, charge and spin): 0.000 eV
- Largest force on an atom: 3.42 eV/Å
- E_HOMO (spin up / spin down): -21.275 / -20.360 eV
- Expectation value of S²: 8.760

4.
Here is 2 unconnected molecules or ions with the total composition C3H5I at a distorted geometry from the OMol25 dataset. Energies are from ωB97M-V/def2-TZVPD.

Last column: Löwdin charge in e.
Element x y z (Å)
C  1.2978  -0.1366  -1.1617  -0.177
C  0.9639  -0.0444  0.0942  -0.718
C  -1.7078  0.1646  0.6901  0.106
I  2.2258  0.1198  1.7110  0.763
H  2.1436  -0.5678  -1.5027  0.005
H  0.4852  0.1660  -1.8796  0.077
H  -1.6838  -0.7050  0.1090  -0.033
H  -1.6823  -0.0132  1.7475  -0.001
H  -2.0424  1.0167  0.1921  -0.022

Force components x, y, z for each atom (eV/Å):
-4.28 1.24 -0.09
-0.47 0.80 0.91
1.46 -0.92 0.41
-0.12 -0.33 0.14
2.93 -0.95 -1.14
0.95 -0.64 0.47
-0.06 -1.16 -0.75
-0.03 0.51 0.26
-0.38 1.47 -0.21

Output
- Net charge: 0
- Frontier orbital gap (spin up / spin down): 8.7 / 8.1 eV
- Energy relative to the best compared isomer or geometry (same formula, charge and spin): 4.570 eV
- Largest force on an atom: 4.46 eV/Å
- E_HOMO (spin up / spin down): -8.566 / -8.708 eV